The following is a DFT calculation (the ωB97M-V functional and the def2-TZVPD basis) of 15 unconnected molecules or ions with the total composition C60H160N10O25.

Structure (XYZ):
```
255
Properties=species:S:1:pos:R:3:forces:R:3
O -4.397 -1.763 6.020 -0.1 -0.8 0.3
H -3.646 -1.186 6.159 0.4 0.5 0.2
H -4.894 -1.344 5.318 -0.3 0.4 -0.4
O -4.245 3.326 -1.717 0.2 -0.5 -0.9
H -4.138 4.276 -1.762 0.1 0.6 0.1
H -4.463 3.153 -0.801 -0.3 0.0 1.0
O -3.524 0.643 -2.456 -0.3 -0.8 -0.2
H -3.688 1.536 -2.152 -0.2 0.7 0.1
H -2.570 0.569 -2.477 0.5 0.1 0.0
O -2.424 0.339 6.552 0.1 -0.7 0.3
H -1.506 0.120 6.712 0.2 -0.1 0.1
H -2.396 1.200 6.135 -0.4 1.0 -0.4
O -6.265 -0.714 4.146 0.5 0.6 0.3
H -6.417 -0.353 3.273 0.0 0.2 -0.3
H -6.668 -1.582 4.120 -0.8 -0.7 -0.1
C -0.029 6.488 5.335 -0.8 1.0 1.0
O -1.031 5.728 4.749 0.0 0.0 -1.2
C -1.854 5.005 5.620 0.5 -0.6 0.4
C -2.716 4.137 4.743 -0.4 -1.1 -0.4
N -3.389 2.980 5.393 0.7 0.4 -0.3
C -4.413 2.400 4.490 -0.3 0.1 0.5
C -5.735 3.170 4.560 -0.2 -2.0 -0.5
O -6.346 3.178 5.838 0.4 0.5 1.2
C -6.713 1.920 6.411 0.6 -0.5 -1.0
H 0.499 7.094 4.599 0.1 -0.6 -0.2
H 0.622 5.933 6.010 0.4 -0.4 -0.3
H -0.521 7.218 5.978 0.0 0.4 0.4
H -2.471 5.625 6.270 0.0 0.5 0.1
H -1.199 4.425 6.270 0.0 -0.4 0.3
H -2.081 3.683 3.983 0.0 0.4 -0.3
H -3.474 4.779 4.295 0.1 0.1 -0.4
H -3.859 3.382 6.192 -0.5 -0.4 0.3
H -4.545 1.336 4.689 -0.2 0.0 0.7
H -4.113 2.328 3.445 0.5 0.7 -0.1
H -6.446 2.625 3.939 0.0 0.1 -0.7
H -5.581 4.160 4.131 -0.4 0.2 0.6
H -7.319 1.324 5.728 -1.1 0.5 0.0
H -7.119 2.067 7.411 -0.2 0.2 -0.4
H -5.934 1.161 6.485 1.0 0.5 0.4
C 1.516 10.628 -9.062 -1.3 -0.6 1.3
O 1.485 10.092 -7.730 2.7 1.1 -0.4
C 0.262 9.649 -7.304 -0.2 -1.4 0.8
C 0.385 8.997 -5.875 -1.7 0.2 -1.6
N 0.829 7.582 -5.868 0.9 1.7 0.0
C 0.885 7.115 -4.487 -1.2 -0.7 -0.4
C 0.949 5.588 -4.487 -0.7 0.4 1.1
O 0.707 5.223 -3.130 0.5 -0.8 -0.2
C 0.647 3.795 -2.944 -0.2 1.3 0.3
H 1.130 9.824 -9.687 0.1 0.2 -0.7
H 2.495 10.988 -9.377 0.0 -0.3 0.4
H 0.806 11.455 -9.051 -0.1 0.3 -0.5
H -0.071 8.903 -8.024 -0.4 -0.6 0.1
H -0.497 10.430 -7.342 -0.1 0.4 0.4
H -0.662 8.994 -5.571 -0.2 -0.3 0.3
H 0.842 9.688 -5.167 0.7 0.0 0.0
H 1.815 7.624 -6.082 0.3 -0.1 -0.9
H -0.076 7.386 -4.050 0.0 -0.1 0.4
H 1.668 7.611 -3.915 0.2 -0.2 0.2
H 1.894 5.192 -4.860 0.4 0.0 0.1
H 0.156 5.173 -5.109 -0.1 0.1 -0.2
H 1.515 3.346 -3.427 -0.1 -0.4 0.0
H -0.306 3.407 -3.303 0.2 -0.2 -0.3
H 0.671 3.642 -1.865 0.2 -0.1 0.0
C -1.942 6.593 -12.104 0.2 -0.7 0.0
O -1.506 5.724 -11.083 -0.3 -0.1 1.3
C -0.842 6.379 -9.959 -0.1 0.5 -1.3
C -0.202 5.323 -9.101 -0.2 -0.2 -0.6
N -1.221 4.529 -8.389 1.6 0.2 -0.1
C -0.571 3.308 -7.857 -1.1 -0.2 1.2
C -1.545 2.573 -6.878 1.4 -0.7 -1.3
O -1.627 3.305 -5.733 0.0 2.2 1.1
C -2.559 2.855 -4.778 -0.3 -0.8 -0.6
H -2.377 7.503 -11.691 0.0 0.2 -0.2
H -2.666 6.046 -12.709 -0.4 0.1 0.3
H -1.125 6.756 -12.806 0.3 0.7 0.1
H -1.468 7.057 -9.379 -0.8 -0.3 0.0
H -0.151 7.060 -10.455 0.8 -0.1 0.3
H 0.573 5.734 -8.455 -0.3 0.1 0.3
H 0.308 4.701 -9.837 0.4 -0.4 -0.1
H -1.887 4.348 -9.127 -0.4 -0.7 0.2
H 0.301 3.602 -7.273 -0.1 0.4 0.2
H -0.146 2.611 -8.579 -0.4 -0.1 -0.6
H -1.209 1.582 -6.571 0.7 -0.5 -0.4
H -2.447 2.325 -7.438 -0.9 0.6 0.2
H -2.682 3.467 -3.884 0.5 0.4 -0.3
H -2.239 1.866 -4.450 -0.3 -0.3 0.1
H -3.519 2.812 -5.293 -0.4 -0.3 0.3
C 7.103 3.419 -2.598 -0.5 -1.1 0.5
O 6.346 3.250 -1.390 -0.2 0.9 0.0
C 5.367 4.309 -1.256 0.6 0.3 -0.4
C 4.551 4.280 -0.006 -0.3 -1.0 0.2
N 5.325 4.535 1.176 -0.1 0.4 0.8
C 4.532 4.306 2.411 0.2 -0.8 0.1
C 3.135 4.913 2.526 0.4 0.6 -1.1
O 2.213 4.143 1.745 -0.8 0.6 0.8
C 0.829 4.614 1.792 0.3 -0.9 0.1
H 7.836 2.612 -2.582 0.1 0.1 0.0
H 7.607 4.376 -2.733 -0.1 0.2 0.4
H 6.451 3.242 -3.453 -0.1 0.1 -0.2
H 4.689 4.261 -2.108 0.0 0.1 -0.3
H 5.904 5.257 -1.232 0.1 0.3 -0.4
H 4.115 3.285 0.083 -0.6 -0.2 -0.2
H 3.746 5.015 -0.019 0.0 -0.1 -0.6
H 6.018 3.801 1.186 0.5 0.1 0.2
H 5.177 4.578 3.246 -0.2 0.4 0.1
H 4.383 3.233 2.536 -0.2 -0.4 0.0
H 3.179 5.931 2.141 -0.1 0.4 -0.3
H 2.857 5.068 3.568 -0.3 -0.6 0.2
H 0.226 3.949 1.173 0.4 0.1 -0.5
H 0.696 5.648 1.471 0.3 0.0 0.0
H 0.339 4.451 2.751 0.5 0.4 0.6
C -3.634 -5.021 2.175 -1.4 1.0 1.1
O -5.064 -4.839 2.287 -0.5 -0.9 -0.9
C -5.635 -3.981 3.263 0.9 -1.1 1.0
C -7.168 -4.156 3.278 -0.4 0.9 -1.3
N -7.886 -3.188 4.096 1.4 0.8 1.5
C -7.748 -3.387 5.549 -0.5 0.2 0.7
C -8.253 -4.707 6.079 0.2 0.3 0.3
O -9.649 -4.804 5.848 0.8 -0.3 -0.2
C -10.261 -5.971 6.350 -1.0 0.6 -0.4
H -3.225 -5.278 3.152 0.2 -0.1 0.2
H -3.221 -4.056 1.879 0.5 -0.2 -0.4
H -3.427 -5.850 1.497 -0.2 0.3 -0.2
H -5.277 -2.961 3.123 -0.5 0.3 -0.2
H -5.270 -4.296 4.240 0.3 0.1 0.4
H -7.527 -5.160 3.503 0.6 -0.4 -0.2
H -7.437 -3.909 2.251 -0.3 -0.4 -0.2
H -8.846 -2.995 3.849 0.2 -0.4 -0.2
H -8.223 -2.613 6.153 -0.8 0.4 -0.7
H -6.759 -3.243 5.985 0.7 -0.3 -0.9
H -8.030 -4.737 7.145 -0.2 0.0 0.4
H -7.622 -5.489 5.657 -0.5 -0.6 -0.4
H -9.942 -6.895 5.868 0.4 0.0 0.1
H -11.309 -5.834 6.085 -0.1 -0.2 0.0
H -10.241 -6.023 7.438 0.4 -0.2 0.2
C 3.383 0.781 1.203 0.5 0.0 -0.8
O 2.724 -0.414 1.525 -0.2 0.5 0.4
C 2.433 -0.488 2.916 0.4 -0.4 0.0
C 1.867 -1.843 3.175 0.3 -2.4 0.6
N 2.873 -2.987 3.423 1.6 1.9 -1.0
C 3.777 -3.126 2.242 -0.1 0.4 -0.8
C 4.802 -4.313 2.181 -3.0 0.6 1.1
O 3.923 -5.418 2.438 -1.1 -0.9 0.4
C 4.546 -6.683 2.442 2.2 0.8 -0.3
H 4.430 0.749 1.506 0.2 0.1 0.5
H 2.907 1.688 1.577 -0.2 0.0 0.1
H 3.453 0.843 0.117 -0.3 0.0 -0.1
H 1.735 0.291 3.223 -0.3 0.2 -0.2
H 3.323 -0.355 3.531 0.4 0.1 -0.1
H 1.230 -2.079 2.323 -0.2 -0.2 -0.3
H 1.201 -1.835 4.037 0.1 0.0 0.1
H 2.401 -3.869 3.559 -0.3 0.4 -0.2
H 4.260 -2.173 2.027 0.5 0.0 0.5
H 3.170 -3.210 1.340 -0.3 -0.4 -0.4
H 5.481 -4.168 3.021 0.7 -0.4 -0.3
H 5.194 -4.476 1.177 0.6 0.5 0.1
H 5.489 -6.471 2.946 0.5 -0.7 0.3
H 4.839 -6.966 1.431 -0.2 -0.2 -0.3
H 4.124 -7.555 2.942 -1.0 0.7 0.1
C 5.649 -7.801 8.463 0.1 0.4 0.2
O 5.304 -6.423 8.383 1.1 -2.0 1.2
C 4.074 -6.172 7.830 -0.6 1.9 -1.8
C 4.324 -5.627 6.368 0.4 -0.8 0.7
N 3.319 -5.908 5.360 -1.2 0.9 0.7
C 2.021 -5.300 5.753 -1.0 -1.2 -0.4
C 0.846 -5.562 4.739 1.4 -0.2 -0.3
O 0.970 -4.729 3.606 -0.8 0.6 0.7
C 0.531 -5.244 2.385 0.6 -0.7 -0.7
H 5.730 -8.246 7.471 0.6 0.0 -0.1
H 4.937 -8.439 8.986 -0.6 0.3 0.2
H 6.544 -7.817 9.085 0.3 -0.3 -0.6
H 3.757 -5.330 8.446 -0.8 0.1 -0.2
H 3.298 -6.937 7.853 0.3 -0.5 0.2
H 5.219 -6.048 5.910 0.4 -0.4 0.6
H 4.611 -4.592 6.554 -0.4 0.6 -0.5
H 3.677 -5.423 4.549 -0.4 0.0 -0.6
H 2.161 -4.280 6.110 -0.3 0.4 -0.4
H 1.645 -5.865 6.606 0.3 -0.1 0.4
H -0.149 -5.536 5.183 -0.1 0.7 0.3
H 0.918 -6.595 4.401 0.4 -0.3 0.0
H -0.536 -5.463 2.353 -0.1 -0.2 0.1
H 1.173 -6.098 2.168 -0.4 -0.7 0.0
H 0.761 -4.615 1.525 -0.1 0.7 0.5
C -1.999 -2.256 3.643 0.1 0.3 -1.1
O -1.871 -1.478 2.399 0.9 -1.3 1.8
C -2.727 -0.363 2.333 -0.9 0.2 -1.3
C -2.363 0.409 1.026 0.0 -1.6 1.5
N -1.007 0.837 1.171 0.5 1.6 -0.5
C -0.445 1.329 -0.074 1.2 -0.6 -0.3
C -0.143 0.208 -1.130 -0.1 2.0 0.0
O -0.596 0.681 -2.404 0.5 -0.9 -0.2
C -0.011 -0.127 -3.411 -0.5 0.2 -1.1
H -1.469 -3.203 3.545 0.0 0.0 -0.6
H -3.045 -2.475 3.862 -0.1 0.2 0.0
H -1.537 -1.818 4.528 -0.1 0.8 -0.1
H -2.725 0.253 3.233 0.4 0.2 0.1
H -3.730 -0.772 2.219 -0.5 0.2 0.1
H -3.048 1.225 0.797 0.0 0.1 0.2
H -2.431 -0.331 0.228 -0.5 -0.2 -0.4
H -0.410 0.091 1.499 -0.1 -0.2 0.1
H 0.503 1.818 0.153 0.4 -0.3 0.3
H -0.921 2.178 -0.565 -1.1 -0.4 0.2
H -0.597 -0.755 -0.895 0.0 -0.1 0.1
H 0.941 0.161 -1.230 0.2 -0.6 0.3
H 1.076 -0.084 -3.479 0.1 0.3 0.6
H -0.359 0.223 -4.383 -0.2 0.2 0.0
H -0.307 -1.176 -3.387 -0.2 -0.1 0.5
C 3.921 1.287 -3.204 0.6 0.3 0.8
O 3.334 0.073 -3.647 -0.2 0.9 -0.5
C 3.928 -1.071 -3.071 2.0 0.6 0.1
C 3.969 -2.188 -4.077 -1.7 -0.5 -0.4
N 2.582 -2.586 -4.211 -0.9 -0.3 0.0
C 2.194 -3.286 -5.428 -0.6 -0.2 0.3
C 0.697 -3.570 -5.430 -0.1 0.8 -0.4
O 0.080 -2.320 -5.734 -1.4 -0.4 0.2
C -1.352 -2.324 -5.603 -0.1 1.1 0.1
H 3.784 1.478 -2.140 0.0 -0.5 0.4
H 3.563 2.234 -3.607 -0.7 -0.6 -0.9
H 4.997 1.278 -3.375 0.2 -0.1 -0.1
H 3.461 -1.273 -2.107 -0.3 -0.5 -0.1
H 4.979 -0.877 -2.857 0.3 0.4 0.3
H 4.560 -3.057 -3.785 0.3 0.3 0.2
H 4.251 -1.865 -5.079 0.9 0.5 0.1
H 2.066 -1.720 -4.148 -0.5 -0.1 -0.2
H 2.655 -4.273 -5.464 0.6 0.1 -0.1
H 2.426 -2.671 -6.297 0.2 -0.3 -0.4
H 0.380 -3.985 -4.473 -0.1 0.2 0.3
H 0.394 -4.296 -6.185 0.3 -0.2 -0.3
H -1.706 -1.300 -5.717 0.5 0.3 0.4
H -1.703 -2.663 -4.629 0.3 -0.2 0.1
H -1.985 -2.777 -6.366 0.8 -1.0 -0.4
C 4.950 -8.681 -1.657 0.8 1.0 0.2
O 4.742 -7.420 -2.273 -1.1 -0.7 -0.3
C 3.577 -6.692 -1.793 2.1 0.2 -1.5
C 3.444 -5.512 -2.835 -0.8 -1.1 1.8
N 2.145 -4.865 -2.596 0.7 -0.4 -0.4
C 2.127 -4.111 -1.359 0.9 0.5 -0.1
C 0.860 -3.344 -1.185 -1.0 -1.4 1.7
O -0.096 -4.365 -0.783 -2.4 1.6 -0.9
C -1.424 -3.727 -0.789 0.0 -0.6 0.2
H 5.942 -8.969 -2.003 -0.1 -0.4 0.0
H 4.216 -9.464 -1.847 -0.2 0.2 -0.3
H 5.030 -8.536 -0.579 -0.1 -0.1 0.4
H 3.883 -6.473 -0.770 -0.6 0.8 0.2
H 2.660 -7.282 -1.785 0.0 -0.1 -0.2
H 3.525 -5.946 -3.832 -0.5 -0.3 0.0
H 4.296 -4.832 -2.824 0.3 0.2 0.7
H 2.150 -4.113 -3.270 -0.5 0.2 -0.3
H 2.941 -3.387 -1.336 0.5 0.4 -0.1
H 2.325 -4.726 -0.482 -0.4 -0.2 0.0
H 0.483 -2.735 -2.007 0.3 -0.3 -0.4
H 0.920 -2.696 -0.311 0.4 0.5 0.0
H -1.497 -2.879 -0.107 0.4 0.1 0.2
H -2.251 -4.386 -0.525 0.6 -0.7 0.6
H -1.815 -3.395 -1.751 0.9 0.3 -0.6
```
Positions in Å, forces in eV/Å.

Spin multiplicity ... 2
Kohn-Sham gap (alpha / beta) ... 0.06310 / 0.30503 hartree
Total charge ... -1
Largest force on an atom ... 3.3 eV Å⁻¹
HOMO (alpha / beta) ... 0.16 / -6.42 eV
LUMO energy (alpha / beta) ... 0.0691 / 0.0691 hartree